ORCA calculation (wB97M-V/def2-TZVPD) on C4H10N2O in the gas phase.

```
! RIJCOSX wB97M-V def2-TZVPD def2/J DEFGRID3
* xyz 0 1
C 0.32 -1.18 0.75
C 0.10 0.34 1.03
N 1.29 0.91 1.77
C -0.20 0.95 -0.39
C -1.13 0.18 -1.36
N -0.49 -0.72 -2.19
O -2.39 0.34 -1.49
H 1.28 -1.51 0.19
H 0.56 -1.56 1.83
H -0.58 -1.71 0.41
H -0.89 0.64 1.61
H 0.97 1.39 2.53
H 2.05 1.29 1.26
H 0.70 1.25 -0.90
H -0.73 1.93 -0.33
H -1.04 -1.23 -2.93
H 0.17 -1.32 -1.79
*
```

The value obtained for the lowest unoccupied orbital energy is 0.9 eV. As for the highest occupied orbital energy: -9.43 eV. The energy above the lowest of the compared OMol25 structures with the same formula, charge and spin is 1.920 eV. The value obtained for the HOMO-LUMO gap is 10.35 eV. The calculated total energy is -9337.0678 eV. The SMILES is C[C@@H](N)CC(N)=O.

natural (NBO) population analysis, charges in e, atoms 1 to 2: C -0.6657; C -0.0338